[1]
126
Properties=species:S:1:pos:R:3 method="wB97M-V/def2-TZVPD" mol_weight_g_mol=955.055 e_above_lowest_ev=0.000
Cl 3.141 3.257 -4.372
Cl 4.399 1.134 -2.750
N 1.974 -1.021 4.723
N -4.265 -1.090 1.521
N -2.885 3.210 0.138
N -0.315 0.381 0.876
N 2.170 -4.745 -1.508
N -2.458 3.279 -5.754
N 6.157 -0.792 2.408
N -5.469 -0.954 -2.845
N 2.835 3.045 2.971
N -1.333 0.907 5.484
N 1.826 -2.604 -4.637
C -0.267 -1.700 -5.347
C 0.332 -0.466 -5.563
C -0.731 3.249 -4.092
C 2.700 -2.246 2.801
C -2.764 -2.933 1.297
C 2.369 -1.390 -4.740
C 0.609 -2.774 3.835
C -2.776 -1.631 -3.035
C -1.569 2.155 3.451
C -3.302 -0.604 -3.789
C -1.695 2.001 6.163
C 1.670 -0.306 -5.231
C -3.050 4.444 0.589
C 1.003 0.254 1.019
C 6.668 -0.277 -0.289
C -0.003 0.021 -1.479
C -3.022 -1.578 1.464
C -3.817 -3.831 1.186
C 1.531 -5.752 -2.093
C -0.784 0.325 -0.368
C 1.349 -0.182 -1.287
C 2.892 -1.317 3.812
C -4.828 2.542 1.346
C -1.187 3.421 -5.391
C -2.075 3.176 5.547
C -3.715 2.266 0.567
C 7.324 -1.296 0.378
C 1.997 2.470 3.818
C -4.653 -0.314 -3.675
C -4.926 -1.901 -2.078
C 4.101 3.199 3.362
C -1.646 2.899 -3.108
C 0.535 -2.744 -4.935
C -2.009 3.258 4.169
C -0.576 -4.667 -1.910
C 0.860 -1.750 4.739
C 1.551 -3.024 2.848
C 3.706 2.141 5.461
C 1.873 -0.070 -0.009
C 7.019 -1.530 1.714
C 4.585 2.751 4.573
C -5.261 -1.956 1.404
C 4.591 2.704 -3.509
C -3.609 -2.317 -2.162
C 2.380 2.012 5.069
C -4.136 4.816 1.365
C 5.546 0.202 1.765
C -5.043 3.844 1.761
C 5.735 0.461 0.418
C 0.085 -3.611 -1.317
C 1.467 -3.687 -1.147
C 0.167 -5.765 -2.325
C -5.102 -3.332 1.276
C -2.969 2.731 -3.479
C -1.300 0.998 4.160
C -3.322 2.953 -4.802
H -1.721 -1.871 -3.088
H 2.000 -2.833 -0.745
H -0.312 -3.341 3.885
H -1.308 2.739 -2.091
H 3.752 -0.657 3.781
H -3.584 -4.869 0.983
H -6.272 -1.564 1.332
H 2.933 -0.183 0.177
H -2.406 4.026 6.131
H -2.313 5.191 0.310
H 0.119 -1.459 5.478
H -5.104 0.438 -4.315
H 5.375 2.612 -4.252
H -1.526 2.246 2.375
H 0.960 2.339 3.532
H -5.395 1.721 1.767
H 4.848 3.477 -2.796
H 2.132 0.664 -5.368
H 0.303 3.472 -3.864
H 1.321 -3.775 2.100
H 6.851 -0.168 -1.350
H 4.020 1.742 6.415
H -0.462 -2.716 -1.040
H -2.716 -0.075 -4.532
H 3.417 -1.337 -4.467
H 2.144 -6.591 -2.406
H -3.607 1.286 0.116
H -1.697 1.879 7.240
H -0.231 0.398 -5.895
H -5.594 -2.339 -1.344
H -0.456 -0.021 -2.461
H -1.653 -4.689 -2.029
H 5.618 2.904 4.862
H -1.320 -1.811 -5.565
H 8.010 -1.954 -0.140
H 3.444 -2.400 2.030
H -5.876 4.132 2.389
H 1.979 -0.444 -2.129
H -4.364 2.880 -5.099
H 1.361 0.370 2.037
H -1.741 -3.291 1.269
H 1.717 1.492 5.745
H -3.171 -2.994 -1.442
H -1.014 0.107 3.605
H -0.324 -6.597 -2.811
H -5.979 -3.940 1.097
H -2.230 -0.923 1.811
H 7.494 -2.361 2.225
H 4.734 3.725 2.655
H 5.164 1.233 -0.082
H -3.708 2.494 -2.724
H -0.505 3.717 -6.183
H -2.326 4.165 3.670
H 0.154 -3.743 -4.752
H -4.264 5.852 1.655
H -1.845 0.488 -0.522
H 4.887 0.815 2.370

[2]
127
Properties=species:S:1:pos:R:3 method="wB97M-V/def2-TZVPD" total_charge=+2 energy_ev=-98609.370 mol_weight_g_mol=1136.539
Hf -0.395 0.110 0.011
P 2.478 0.020 -0.270
P 0.192 0.141 -2.738
O -0.112 3.186 -2.094
O -1.418 -1.705 4.992
O -2.409 0.851 0.886
O -3.488 5.388 -0.078
O -4.833 -4.630 0.326
O -1.100 -4.284 -0.720
N -1.913 4.210 -1.168
N -2.917 -3.161 1.172
N -1.219 2.086 -0.459
N -1.525 -1.905 2.470
N -1.421 -1.712 0.131
C 3.062 1.712 0.136
C 0.927 0.880 2.805
C -2.057 2.237 -6.174
C -3.827 -6.713 3.187
C 4.397 2.013 0.388
C 4.950 -1.320 -0.043
C 2.932 0.020 -2.066
C 4.325 -2.337 2.470
C 0.220 -2.034 -4.588
C 1.605 -3.695 -2.840
C -1.809 -3.487 -1.544
C -2.721 -1.268 -1.881
C 0.103 -0.042 2.133
C -0.689 0.939 -4.119
C -1.923 -2.264 1.250
C -5.912 -5.370 -0.233
C -3.213 3.118 0.654
C -1.170 -5.690 -0.943
C -0.083 1.130 -5.358
C -4.229 -5.117 1.443
C -0.765 1.773 -6.379
C -1.976 -2.157 -1.116
C 2.521 4.066 0.271
C -0.646 -0.905 2.941
C 0.606 -3.307 -4.986
C -4.652 2.599 0.353
C 3.701 -1.066 0.520
C -3.116 -2.978 -3.501
C -2.912 4.343 -0.199
C -2.448 -4.752 3.031
C -0.608 -0.830 4.346
C 0.529 -1.576 -3.309
C 1.312 -4.130 -4.123
C -2.379 -3.882 -2.743
C -3.290 -1.672 -3.080
C 0.991 0.943 4.184
C -1.591 3.848 2.505
C -2.673 2.039 -4.947
C -2.781 -5.945 3.662
C 3.386 -1.594 1.773
C -1.599 -1.539 6.397
C 2.129 2.748 0.099
C -5.788 3.526 0.775
C 5.885 -2.064 0.661
C 0.214 0.095 4.962
C 1.198 -2.436 -2.432
C 5.578 -2.564 1.919
C -4.547 -6.307 2.069
C -1.993 1.392 -3.929
C -2.274 1.986 0.362
C -3.179 -4.323 1.934
C -3.036 3.502 2.145
C 1.918 0.801 -2.899
C 4.788 3.331 0.569
C 3.857 4.358 0.498
C -1.028 3.173 -1.303
H -3.399 -3.197 0.280
H -2.910 -0.275 -1.479
H -5.693 4.508 0.321
H -1.527 4.139 3.552
H 1.789 4.862 0.224
H -1.595 -4.188 3.383
H -2.360 -2.258 6.687
H 2.212 0.756 -3.946
H -0.623 -6.146 -0.123
H 5.828 3.557 0.764
H -1.946 -0.531 6.628
H -3.681 2.398 -4.783
H -2.579 2.755 -6.966
H 0.364 -3.651 -5.984
H -1.754 5.023 -1.750
H -4.751 1.641 0.866
H -4.081 -7.645 3.673
H -3.883 -0.983 -3.665
H -2.057 -2.319 3.226
H 1.627 -5.113 -4.450
H -2.210 -6.271 4.520
H 1.086 2.515 -0.071
H 3.012 -1.010 -2.416
H -4.721 2.404 -0.723
H 1.643 1.660 4.665
H 6.857 -2.248 0.223
H -0.678 -1.751 6.942
H 5.205 -0.948 -1.026
H -0.284 1.916 -7.337
H 1.886 1.853 -2.607
H 4.081 -2.739 3.444
H 5.134 1.225 0.455
H 1.411 -2.124 -1.413
H -3.385 2.667 2.755
H -1.226 4.688 1.908
H -0.703 -5.971 -1.890
H 2.145 -4.337 -2.155
H -6.330 -4.742 -1.014
H -3.672 4.365 2.333
H 6.316 -3.134 2.466
H -6.678 -5.576 0.515
H -6.735 3.092 0.458
H 4.172 5.385 0.622
H 0.263 0.157 6.040
H -3.565 -3.312 -4.427
H -0.922 2.995 2.360
H -2.208 -6.033 -0.930
H -2.481 1.246 -2.971
H 0.922 0.775 -5.548
H -5.344 -6.933 1.694
H 2.407 -1.410 2.202
H -0.308 -1.398 -5.284
H -5.561 -6.308 -0.669
H 3.910 0.492 -2.165
H -2.241 -4.893 -3.100
H -5.820 3.643 1.857
H 1.544 1.569 2.242